Model i:
A 2-piece molecular cluster, C3H10NO3 overall, computed with wB97M-V/def2-TZVPD.

```
! wB97M-V def2-TZVPD RIJCOSX def2/J DEFGRID3
* xyz -1 1
N -0.689 -1.050 1.588
C -0.833 -0.532 0.188
C 0.039 -1.183 -0.783
O -0.101 -2.619 -0.900
C -0.437 1.188 0.380
O 0.292 1.493 1.344
H 0.356 -0.992 1.855
H -1.130 -0.328 2.124
H -1.993 -0.455 -0.036
H -0.068 -0.790 -1.661
H 1.108 -1.106 -0.552
H -0.882 -2.902 -0.244
H 0.051 1.473 -0.613
H -1.499 1.698 0.468
H 1.773 2.700 -0.628
H 2.007 1.264 -1.171
O 2.005 2.143 -1.361
*
```

The calculation puts the lowest unoccupied orbital energy at 3.93 eV.

Model ii:
A 2-piece molecular cluster, C3H10NO3 overall, computed with wB97M-V/def2-TZVPD.

```
! wB97M-V def2-TZVPD RIJCOSX def2/J DEFGRID3
* xyz -1 1
N 0.748 0.840 -1.069
C 0.636 -0.358 -0.186
C -0.675 -1.043 -0.286
O -0.879 -1.717 -1.593
C 0.934 0.054 1.310
O 1.032 -0.988 2.112
H 1.250 1.552 -0.566
H 1.075 0.678 -2.008
H 1.505 -0.954 -0.438
H -0.632 -1.922 0.352
H -1.487 -0.343 -0.129
H -0.155 -1.491 -2.182
H 1.858 0.701 1.195
H 0.104 0.788 1.554
H -1.222 2.733 0.848
H -1.072 1.849 -0.418
O -1.613 2.552 -0.012
*
```

The calculation puts the lowest unoccupied orbital energy at 3.77 eV.

Of them, model i has the lowest stability.

Model i:
An isolated ion of composition C4H8ClN4 and charge +1, computed with wB97M-V/def2-TZVPD.

```
! wB97M-V def2-TZVPD RIJCOSX def2/J DEFGRID3
* xyz 1 1
C -1.639 -0.816 -1.453
C -1.182 -0.839 -0.230
Cl -2.255 -0.319 1.114
C 0.148 -1.210 0.182
C 1.149 -0.148 0.440
N 2.178 -0.532 1.225
N 1.132 0.946 -0.209
N 0.485 1.940 -0.679
N -0.530 2.517 -0.078
H -2.618 -0.328 -1.716
H -1.125 -1.286 -2.283
H 0.085 -2.044 1.042
H 0.665 -1.809 -0.623
H 2.183 -1.564 1.363
H 2.996 0.049 1.527
H -0.688 2.136 0.825
H -0.985 3.305 -0.447
*
```

Its SMILES is C=C(Cl)C/C(N)=N\N=[NH2+]. The calculation puts the lowest unoccupied orbital energy at -4.74 eV.

Model ii:
An isolated ion of composition C4H8ClN4 and charge +1, computed with wB97M-V/def2-TZVPD.

```
! wB97M-V def2-TZVPD RIJCOSX def2/J DEFGRID3
* xyz 1 1
C 1.968 0.611 -0.121
C 1.313 -0.612 0.525
C 0.160 -1.273 -0.215
Cl 0.545 -1.707 -1.874
N -1.075 -0.426 -0.238
N -2.205 -0.796 -0.733
N -3.076 0.170 -0.563
C -2.465 1.138 0.108
N -1.209 0.783 0.314
H 1.396 1.540 -0.036
H 2.922 0.805 0.371
H 2.168 0.440 -1.180
H 2.059 -1.410 0.590
H 0.996 -0.420 1.559
H -0.168 -2.180 0.295
H -2.894 2.074 0.436
H -0.437 1.263 0.762
*
```

Its SMILES is CC[C@H](Cl)n1nnc[nH+]1. The calculation puts the lowest unoccupied orbital energy at -4.87 eV.

Of them, model i has the lowest stability.

Model i:
A 2-piece molecular cluster, C6H14N2O2 overall, computed with wB97M-V/def2-TZVPD.

```
! wB97M-V def2-TZVPD RIJCOSX def2/J DEFGRID3
* xyz 0 1
C 0.063 -1.376 -2.985
N 0.270 -0.245 -2.104
C 1.471 0.314 -1.915
C 1.569 1.490 -0.980
O 2.472 0.011 -2.556
H 0.914 -1.638 -3.610
H -0.430 -2.184 -2.439
H -0.641 -1.097 -3.784
H -0.528 -0.018 -1.554
H 1.773 1.190 0.039
H 2.378 2.125 -1.384
H 0.856 2.307 -1.085
C 0.805 -0.624 2.755
N -0.330 0.235 2.393
C -1.163 -0.106 1.354
C -2.549 0.475 1.442
O -0.769 -0.845 0.467
H 1.617 -0.391 2.058
H 1.112 -0.355 3.758
H 0.587 -1.656 2.493
H -0.802 0.756 3.105
H -2.909 0.258 2.455
H -2.613 1.544 1.255
H -3.154 -0.170 0.824
*
```

Its SMILES is CNC(C)=O.CNC(C)=O. The calculation puts the lowest unoccupied orbital energy at 0.58 eV.

Model ii:
A 2-piece molecular cluster, C6H14N2O2 overall, computed with wB97M-V/def2-TZVPD.

```
! wB97M-V def2-TZVPD RIJCOSX def2/J DEFGRID3
* xyz 0 1
C 1.008 -1.272 2.157
N 1.047 0.043 1.515
C 2.036 0.276 0.602
C 2.098 1.672 -0.003
O 2.759 -0.609 0.192
H 1.901 -1.877 2.050
H 0.758 -1.132 3.205
H 0.242 -1.878 1.702
H 0.638 0.733 2.112
H 2.799 1.741 -0.819
H 1.051 1.978 0.064
H 2.443 2.373 0.772
C -0.433 -1.697 -1.267
N -0.994 -0.401 -0.891
C -2.074 0.107 -1.537
C -2.679 1.357 -0.869
O -2.733 -0.489 -2.365
H -0.647 -2.390 -0.455
H -0.840 -1.954 -2.230
H 0.650 -1.627 -1.376
H -0.533 0.240 -0.331
H -3.112 1.958 -1.660
H -3.510 1.018 -0.263
H -1.874 1.831 -0.307
*
```

Its SMILES is CNC(C)=O.CNC(C)=O. The calculation puts the lowest unoccupied orbital energy at 0.48 eV.

Model iii:
A 2-piece molecular cluster, C6H14N2O2 overall, computed with wB97M-V/def2-TZVPD.

```
! wB97M-V def2-TZVPD RIJCOSX def2/J DEFGRID3
* xyz 0 1
C 1.842 1.508 -1.207
N 0.425 1.612 -0.786
C 0.342 2.413 0.317
C -0.861 2.128 1.246
O 1.014 3.384 0.575
H 1.921 1.560 -2.299
H 2.441 2.345 -0.871
H 2.317 0.587 -0.873
H -0.151 0.796 -0.821
H -1.583 1.425 0.821
H -0.434 1.643 2.119
H -1.403 3.073 1.229
C -2.198 -1.119 -0.163
N -0.853 -1.603 -0.454
C 0.109 -1.709 0.475
C 1.216 -2.719 0.240
O 0.083 -1.149 1.563
H -2.629 -0.347 -0.814
H -2.850 -1.955 -0.439
H -2.310 -0.783 0.859
H -0.736 -1.993 -1.377
H 0.884 -3.402 -0.555
H 2.210 -2.308 0.113
H 1.204 -3.385 1.101
*
```

Its SMILES is CNC(C)=O.CNC(C)=O. The calculation puts the lowest unoccupied orbital energy at 0.50 eV.

Of them, model iii has the lowest stability.

Model i:
A 2-piece molecular cluster, C6H14N2O2 overall, computed with wB97M-V/def2-TZVPD.

```
! wB97M-V def2-TZVPD RIJCOSX def2/J DEFGRID3
* xyz 0 1
C 1.706 -2.134 -1.233
N 1.386 -0.928 -1.970
C 0.118 -0.667 -2.301
C -0.281 0.574 -3.001
O -0.733 -1.493 -1.921
H 1.199 -3.022 -1.607
H 2.768 -2.274 -1.079
H 1.260 -2.024 -0.237
H 2.171 -0.389 -2.315
H -0.092 1.420 -2.333
H 0.310 0.687 -3.918
H -1.336 0.566 -3.259
C -2.195 1.437 1.116
N -0.798 1.238 1.570
C -0.652 0.648 2.829
C 0.773 0.188 2.993
O -1.567 0.505 3.593
H -2.393 2.408 1.573
H -2.286 1.620 0.042
H -2.765 0.548 1.377
H -0.125 0.959 0.866
H 1.528 0.983 2.981
H 0.889 -0.296 3.968
H 1.114 -0.552 2.268
*
```

Its SMILES is CNC(C)=O.CNC(C)=O. The calculation puts the lowest unoccupied orbital energy at 0.54 eV.

Model ii:
A 2-piece molecular cluster, C6H14N2O2 overall, computed with wB97M-V/def2-TZVPD.

```
! wB97M-V def2-TZVPD RIJCOSX def2/J DEFGRID3
* xyz 0 1
C 0.885 0.651 2.669
N -0.163 1.228 1.824
C -1.148 0.392 1.251
C -2.358 1.188 0.825
O -0.905 -0.771 1.050
H 1.261 1.400 3.350
H 0.509 -0.307 3.053
H 1.685 0.434 1.926
H -0.640 2.071 2.160
H -2.181 1.741 -0.133
H -3.101 0.553 0.343
H -2.714 1.938 1.519
C 1.816 0.624 -1.444
N 1.219 -0.641 -1.272
C 0.291 -1.191 -2.149
C -0.419 -2.426 -1.677
O -0.043 -0.577 -3.146
H 2.053 1.226 -0.493
H 2.802 0.583 -1.998
H 1.135 1.242 -2.097
H 1.652 -1.331 -0.673
H 0.269 -3.300 -1.852
H -0.676 -2.411 -0.609
H -1.227 -2.316 -2.428
*
```

Its SMILES is CNC(C)=O.CNC(C)=O. The calculation puts the lowest unoccupied orbital energy at 0.72 eV.

Of them, model ii has the lowest stability.

Model i:
A 2-piece molecular cluster, C6H14N2O2 overall, computed with wB97M-V/def2-TZVPD.

```
! wB97M-V def2-TZVPD RIJCOSX def2/J DEFGRID3
* xyz 0 1
C -0.117 -1.282 -2.776
N 0.894 -0.862 -1.900
C 1.773 -1.694 -1.191
C 3.040 -1.155 -0.476
O 1.578 -2.936 -1.274
H -1.101 -1.165 -2.314
H -0.175 -0.800 -3.747
H -0.314 -2.274 -2.982
H 1.226 0.093 -2.144
H 3.124 -1.082 0.678
H 3.848 -1.823 -0.799
H 3.247 -0.140 -0.741
C -0.005 2.904 2.059
N -0.654 1.798 1.231
C -1.780 1.161 1.640
C -2.355 0.393 0.534
O -2.495 1.287 2.622
H 0.947 2.992 1.533
H -0.647 3.842 1.848
H 0.124 2.665 3.104
H -0.123 1.690 0.315
H -1.615 0.193 -0.311
H -3.030 -0.411 0.762
H -3.180 0.904 -0.049
*
```

Its SMILES is CNC(C)=O.CNC(C)=O. The calculation puts the lowest unoccupied orbital energy at 0.23 eV.

Model ii:
A 2-piece molecular cluster, C6H14N2O2 overall, computed with wB97M-V/def2-TZVPD.

```
! wB97M-V def2-TZVPD RIJCOSX def2/J DEFGRID3
* xyz 0 1
C -0.829 1.189 2.079
N -1.370 -0.103 2.305
C -1.255 -1.046 1.251
C -1.501 -2.481 1.475
O -0.857 -0.685 0.115
H -0.071 1.444 2.746
H -0.292 1.269 1.107
H -1.583 2.019 1.990
H -1.686 -0.326 3.265
H -2.670 -2.595 1.429
H -1.085 -3.321 0.936
H -1.491 -2.864 2.593
C 0.320 2.268 -1.462
N 0.990 0.947 -1.170
C 1.636 0.352 -2.135
C 2.179 -1.119 -2.069
O 1.682 0.820 -3.266
H -0.817 2.237 -1.696
H 0.438 2.956 -0.652
H 0.717 2.836 -2.428
H 0.766 0.538 -0.245
H 1.444 -1.600 -2.647
H 3.185 -1.200 -2.490
H 2.151 -1.533 -1.032
*
```

Its SMILES is CNC(C)=O.CNC(C)=O. The calculation puts the lowest unoccupied orbital energy at 0.53 eV.

Of them, model i has the lowest stability.

Model i:
A 2-piece molecular cluster, C6H14N2O2 overall, computed with wB97M-V/def2-TZVPD.

```
! wB97M-V def2-TZVPD RIJCOSX def2/J DEFGRID3
* xyz 0 1
C -0.737 -1.227 -2.160
N -1.182 -2.189 -1.154
C -0.573 -2.103 0.196
C -0.842 -3.255 1.029
O 0.071 -1.078 0.512
H -0.803 -1.558 -3.260
H -1.298 -0.197 -2.129
H 0.305 -0.997 -1.891
H -1.679 -2.867 -1.618
H -1.662 -3.202 1.839
H -1.058 -4.202 0.375
H 0.167 -3.521 1.520
C 1.240 1.911 2.337
N 1.273 1.747 0.920
C 0.443 2.638 0.154
C 0.344 2.471 -1.296
O -0.007 3.637 0.639
H 0.212 2.194 2.864
H 1.419 1.007 2.930
H 2.039 2.645 2.662
H 1.303 0.803 0.704
H 1.037 3.214 -1.807
H 0.690 1.469 -1.608
H -0.701 2.660 -1.759
*
```

Its SMILES is CNC(C)=O.CNC(C)=O. The calculation puts the lowest unoccupied orbital energy at 0.64 eV.

Model ii:
A 2-piece molecular cluster, C6H14N2O2 overall, computed with wB97M-V/def2-TZVPD.

```
! wB97M-V def2-TZVPD RIJCOSX def2/J DEFGRID3
* xyz 0 1
C -0.389 2.388 1.307
N 0.400 1.139 1.365
C 1.716 1.227 1.015
C 2.517 -0.001 1.352
O 2.018 2.211 0.375
H -0.591 2.872 0.285
H -1.486 2.093 1.591
H -0.018 3.147 2.006
H 0.286 0.462 2.131
H 1.910 -0.928 1.207
H 3.327 -0.257 0.686
H 3.038 -0.175 2.351
C -2.099 -1.507 0.652
N -1.251 -0.895 -0.373
C -1.048 -1.457 -1.667
C -0.137 -0.603 -2.540
O -1.473 -2.548 -1.925
H -2.622 -0.829 1.286
H -2.910 -2.057 0.243
H -1.662 -2.428 1.274
H -1.076 0.114 -0.161
H 0.013 -1.190 -3.427
H -0.721 0.239 -2.957
H 0.757 -0.360 -1.773
*
```

Its SMILES is CNC(C)=O.CNC(C)=O. The calculation puts the lowest unoccupied orbital energy at 0.58 eV.

Model iii:
A 2-piece molecular cluster, C6H14N2O2 overall, computed with wB97M-V/def2-TZVPD.

```
! wB97M-V def2-TZVPD RIJCOSX def2/J DEFGRID3
* xyz 0 1
C -2.687 -0.337 -0.416
N -1.535 -0.837 -1.146
C -1.200 -2.155 -0.983
C 0.016 -2.625 -1.709
O -1.923 -2.908 -0.335
H -2.645 0.743 -0.449
H -3.619 -0.671 -0.887
H -2.772 -0.816 0.557
H -0.818 -0.197 -1.446
H 0.268 -3.643 -1.420
H -0.339 -2.695 -2.746
H 0.929 -2.039 -1.642
C 2.198 0.021 1.866
N 1.667 1.352 1.630
C 1.015 1.619 0.463
C 0.520 3.042 0.325
O 0.801 0.755 -0.364
H 2.840 -0.321 1.056
H 2.839 0.014 2.742
H 1.354 -0.648 2.025
H 1.919 2.120 2.225
H 0.298 3.229 -0.729
H -0.424 3.228 0.832
H 1.296 3.768 0.552
*
```

Its SMILES is CNC(C)=O.CNC(C)=O. The calculation puts the lowest unoccupied orbital energy at 0.64 eV.

Of them, model i has the lowest stability.